1.
ORCA calculation (the ωB97M-V functional and the def2-TZVPD basis) on a gas-phase ion, C5H7N6S2 (charge +1) in a non-equilibrium geometry.

```
20
Properties=species:S:1:pos:R:3:mulliken_charge:R:1
C -1.48842 -0.45465 0.38087 0.44
C 0.88388 -0.55581 0.41814 0.75
C -0.40238 1.67609 0.59271 -0.17
H -2.48808 1.31148 0.43716 0.28
S 2.11364 -1.29838 1.49090 -0.24
N -1.57502 0.91302 0.46990 -0.11
N -3.28744 -1.94836 -0.24055 -0.58
N 1.69349 1.35406 -0.68449 -0.19
N 1.41848 -0.87172 -0.95103 -0.72
H 2.71030 -1.88008 0.39038 0.21
H 1.63044 2.28628 -1.06587 0.29
H -0.43795 -2.12779 0.71506 0.28
C 0.94562 0.98160 0.57047 -0.26
N -2.41922 -1.11847 -0.29985 0.33
N -0.43161 -1.15601 0.72037 -0.13
H 2.22063 0.19024 -2.48342 0.39
S -0.61751 3.31574 0.66822 -0.18
H -3.64238 -2.26363 -1.15485 0.32
H 1.38316 1.40311 1.44966 0.44
C 1.79036 0.24329 -1.42379 -0.15
```

Computed properties:
Energy = -1319.29609 hartree
Kohn-Sham gap = 7.63 eV
Relative energy (zero: lowest compared OMol25 entry of this formula, charge and spin) = 0.0 kJ/mol
HOMO level = -12.83 eV
Charge = +1


2.
ORCA calculation (the ωB97M-V functional and the def2-TZVPD basis) on CH5N3OS2 in the gas phase.

```
12
Properties=species:S:1:pos:R:3:mulliken_charge:R:1
C -0.40974 0.53224 -0.00887 0.40
N 0.82992 0.93151 -0.52722 -0.25
H -2.48761 -0.06185 0.63497 0.37
O -2.60130 0.85747 0.32350 -0.34
H 0.87107 -1.78569 -1.10467 0.12
H 0.00492 -0.96684 1.35051 0.31
S -0.37149 -2.05299 -0.64664 -0.14
H 0.76858 1.83652 -0.96524 0.32
N -1.38585 1.35436 -0.05065 -0.36
N -0.54443 -0.78686 0.49555 -0.42
H 2.88717 -0.07693 -0.17156 0.14
S 2.17945 0.83477 0.54023 -0.16
```

Computed properties:
Energy = -1076.89457 hartree
Kohn-Sham gap = 9.57 eV
Relative energy (zero: lowest compared OMol25 entry of this formula, charge and spin) = 0.0 kJ/mol
HOMO level = -9.14 eV


3.
ORCA calculation (the ωB97M-V functional and the def2-TZVPD basis) on 2 unconnected molecules or ions with the total composition C3H8OSi in a non-equilibrium geometry.

```
13
Properties=species:S:1:pos:R:3:mulliken_charge:R:1
H -0.13496 2.24990 0.46639 0.31
C -2.27685 0.60632 0.43886 -0.53
H 1.51265 -1.44098 1.12540 0.24
H 2.69331 -0.04986 0.47321 0.31
O 0.61006 1.89153 0.00660 -0.48
H 0.39377 0.41738 -2.10373 -0.10
H -1.42871 -1.68080 0.41910 0.12
Si 0.52925 0.35810 -0.55898 0.49
H -2.20735 1.65184 0.21183 0.22
C -1.16874 -0.11548 0.20451 -0.23
H -3.19403 0.14930 0.77577 0.25
H 2.26120 -1.32683 -0.57995 0.32
C 1.90048 -0.70778 0.17283 -0.91
```

Computed properties:
Energy = -483.76540 hartree
Kohn-Sham gap = 10.89 eV
Relative energy (zero: lowest compared OMol25 entry of this formula, charge and spin) = 202.7 kJ/mol
HOMO level = -10.04 eV


4.
ORCA calculation (the ωB97M-V functional and the def2-TZVPD basis) on C4H8O2S in the gas phase in a non-equilibrium geometry.

```
15
Properties=species:S:1:pos:R:3:mulliken_charge:R:1
H 0.04240 -0.83333 -2.55744 0.34
H -0.65524 -2.09705 -0.33867 0.29
H 1.36245 -0.88636 0.07841 0.30
O -2.04557 -0.63663 0.10343 -0.53
H -1.27916 0.26432 -2.12750 0.27
C 0.42861 -0.28360 0.24216 -0.35
C 0.47096 0.69300 -0.95619 0.13
O 1.82016 0.76184 -1.29712 -0.54
C -0.78428 -1.01354 -0.36292 0.17
H 1.84371 1.41902 -2.01402 0.31
H -2.02035 -0.77245 1.06576 0.36
C -0.39899 -0.28515 -1.72695 -0.97
H 1.06908 -0.45396 2.43730 0.14
H 0.07226 1.73562 -0.78310 0.37
S 0.19190 0.37239 1.91325 -0.28
```

Computed properties:
Energy = -705.82681 hartree
Kohn-Sham gap = 10.05 eV
Relative energy (zero: lowest compared OMol25 entry of this formula, charge and spin) = 180.6 kJ/mol
HOMO level = -9.27 eV


5.
ORCA calculation (the ωB97M-V functional and the def2-TZVPD basis) on a molecular structure, C23H28HoNO in a non-equilibrium geometry.

```
54
Properties=species:S:1:pos:R:3:mulliken_spin:R:1
C 0.97922 0.66321 -3.33557 0.00
H -0.20178 -2.17309 -1.44967 0.00
H 2.03742 3.29061 -1.49747 0.00
H 0.60432 -2.74559 3.31933 0.00
C 2.08332 2.41931 -2.13917 0.00
C -0.18768 -2.30399 2.73833 -0.02
H -3.66568 -2.65969 -0.08317 0.00
C -2.20358 0.60011 -2.15677 0.00
C -3.47118 -1.64929 -0.44037 0.00
H 1.81132 -0.02289 -0.43767 0.00
H 1.67262 2.12861 3.30933 0.00
C 3.31312 1.92891 -2.54497 0.00
H -2.02248 0.73921 -0.05297 0.00
H 4.34272 0.40891 -3.66017 0.00
H -0.58118 0.21851 -0.84847 0.00
H 0.42422 -2.76199 0.65933 0.00
H -3.98378 -0.95819 0.22713 0.00
N -1.60248 1.74291 -2.60107 0.00
H 1.30562 2.34861 0.68533 0.00
C 2.23902 -0.68529 1.64653 0.00
C 2.21262 0.16421 -3.73697 0.00
C -1.66578 0.07811 -0.84187 0.00
C 3.38252 0.79631 -3.34747 0.00
C -1.96278 -1.37809 -0.46077 -0.01
H -3.88908 -1.54009 -1.43567 0.00
H -1.47108 -3.36609 -1.17247 0.00
H -1.12968 1.10551 4.64633 0.00
H 2.25532 -0.71939 -4.35997 0.00
Ho 0.01322 -0.05879 2.01463 4.07
C -1.43178 -1.58609 0.94193 0.00
C -0.12758 0.65531 4.49173 -0.03
H 0.59722 1.38461 4.89183 0.00
H -0.44358 2.34761 -0.98147 0.00
C -1.28038 -2.32809 -1.43987 0.00
C -1.28468 -1.58679 3.24383 0.02
H 2.48802 -1.72449 1.52693 0.00
H -2.93158 -0.53869 2.21323 0.00
H 4.22072 2.42511 -2.22797 0.00
C 1.87602 0.20651 0.61223 -0.01
C 2.19762 0.01671 2.87303 -0.01
H -1.65988 -2.16399 -2.44227 0.00
C -0.41588 2.37321 -2.06977 0.00
H 0.07162 0.16881 -3.65357 0.00
O -3.11088 0.08591 -2.80227 0.00
C -0.28268 -2.30769 1.32993 0.01
C -2.04848 -1.14669 2.14303 -0.03
H -0.45658 3.42881 -2.33937 0.00
C 0.90162 1.79551 -2.53567 0.00
H -0.00098 -0.20619 5.17733 0.00
C 1.84382 1.35061 2.58603 -0.01
C 1.64312 1.46731 1.19963 -0.01
H -1.92678 2.03791 -3.50857 0.00
H -1.48888 -1.37549 4.28013 0.00
H 2.41222 -0.39049 3.84663 0.00
```

Computed properties:
Energy = -1971.18485 hartree
Spin multiplicity = 5
Kohn-Sham gap (spin up / spin down) = 7.37 / 7.40 eV
Relative energy (zero: lowest compared OMol25 entry of this formula, charge and spin) = 68.7 kJ/mol
HOMO level (spin up / spin down) = -7.39 / -7.38 eV


6.
ORCA calculation (the ωB97M-V functional and the def2-TZVPD basis) on 5 unconnected molecules or ions with the total composition C27H60F4N2O2S.

```
96
Properties=species:S:1:pos:R:3:mulliken_charge:R:1
F -0.60092 -0.37459 -0.19415 -0.08
C 0.96411 -3.07626 -1.95923 -0.74
C -3.33359 3.48411 0.88692 -1.08
H -4.39381 -1.55870 4.75204 0.22
H -5.42489 0.50372 3.73321 0.26
H 0.78514 3.76414 3.90388 0.15
H -2.37888 -0.46726 1.71534 0.04
H -1.59667 0.80338 3.67701 0.13
H -4.14120 7.90655 0.80546 0.40
C -1.63466 -1.92873 3.09550 -1.17
H 2.68755 0.78658 -0.00442 0.20
H -3.00618 6.10387 1.95007 0.36
C 1.57368 1.44850 1.73499 0.28
C 5.69145 -7.44701 -6.18885 -1.19
N -0.01269 -2.39301 -1.08046 0.29
H 3.36348 3.59403 1.05680 0.37
H -3.63057 -1.23812 2.65337 0.35
H -1.84021 -2.35926 4.07647 0.43
H -1.83114 7.26837 1.39013 0.43
H 1.28799 5.43091 3.62076 0.26
H 2.92602 -4.03497 -1.77163 0.52
F -1.82966 -3.60228 -2.27693 -0.25
H 1.18268 2.88940 0.19372 0.46
S -1.40262 -3.24344 -0.81100 1.15
H 0.68557 0.85902 1.49844 -0.25
H -1.02735 4.98338 1.04875 -0.29
H 6.65073 -6.92552 -6.16466 0.29
C 3.99795 -5.46873 -4.46979 -0.39
C -0.16682 -0.97234 -1.30355 0.42
O -2.39171 -2.39011 -0.29416 -0.50
H 0.40024 3.24502 1.71382 -0.34
C 1.63325 4.44927 3.95369 -1.00
H 1.92158 4.53515 5.00203 0.38
H 3.64133 4.65396 3.21692 0.40
C 2.46151 3.86661 1.61156 -0.99
H -5.51838 1.23318 5.33638 0.29
H -4.51537 -0.83830 6.33859 0.41
H 3.14802 2.99764 3.46785 0.25
H 1.99815 -2.16920 0.20520 0.19
H -2.23455 -0.62016 5.55987 0.32
C 1.33706 2.88512 1.27849 0.17
C 2.28131 -3.32296 -1.25779 -0.19
H -3.30438 4.61683 -0.95012 0.35
H -1.66687 -2.74176 2.36940 0.28
H -4.35967 6.43669 -0.11210 0.22
C -2.62049 -0.82450 2.71857 0.00
H -2.62681 3.07645 1.61430 0.10
C 4.40607 -5.25535 -5.92891 -0.88
H 2.89836 -0.24270 1.41462 0.29
C 2.78718 0.79145 1.08295 -1.38
H 0.56320 -4.03341 -2.27693 0.55
C -1.75222 5.40050 0.34153 0.08
H 1.32965 -4.61991 -4.46977 0.12
H -2.32845 8.63745 -0.76891 0.29
H -0.61585 -1.53118 3.11521 0.17
H 2.83607 -7.27899 -4.68532 0.35
H 5.47058 -7.78410 -5.17483 0.28
H 5.81094 -8.33614 -6.80876 0.38
H 0.58512 -6.20533 -4.70200 0.37
H 3.65215 -7.09325 -6.78226 0.23
H 4.81075 -5.96098 -3.92981 0.36
C -5.50878 0.28245 4.79844 -1.17
H -2.95640 0.96411 5.70483 0.45
C -3.61150 7.17514 0.18965 -0.47
N 2.69274 -2.80200 -0.19696 -0.69
C -2.60123 0.36517 3.67596 -0.13
H 2.54865 -6.40966 -3.20057 0.37
F 1.03498 -0.47990 -1.60998 -0.26
H -3.85045 8.35903 -1.61541 0.38
H 2.17295 4.85834 1.24795 0.43
C -2.59394 4.24952 -0.20423 -0.50
C -4.36465 -0.60255 5.28186 -0.43
O -1.04398 -4.47364 -0.22706 -0.61
C 2.80008 3.96627 3.09824 -0.46
C -3.05636 7.87228 -1.04790 -1.19
H 3.87903 -4.48594 -3.99948 0.21
C 1.48384 -5.61696 -4.89117 -1.07
H -1.93088 3.55883 -0.73276 0.30
H -4.04000 4.11929 1.42371 0.35
H 4.83361 -6.26783 -7.76618 0.38
H 1.67486 1.40891 2.82335 0.36
H 3.71682 1.30706 1.32759 0.44
H -6.47420 -0.19988 4.95670 0.39
H 3.66434 -4.62689 -6.42945 0.34
C -2.98745 0.03931 5.11959 -0.96
C 4.59426 -6.53968 -6.73509 -0.41
H 1.57974 -5.50260 -5.97142 0.37
H 5.34070 -4.68625 -5.94581 0.41
F -1.00274 -0.67513 -2.31451 -0.32
H -3.26594 1.14052 3.28447 0.11
C 2.71389 -6.27403 -4.27365 -0.47
H -1.16452 5.83424 -0.47231 0.43
H -3.89634 2.64796 0.46877 0.46
C -2.53824 6.50616 1.04741 -0.91
H -2.55968 7.16926 -1.71843 0.28
H 1.13450 -2.49358 -2.86373 0.41
```

Computed properties:
Energy = -2122.39516 hartree
Kohn-Sham gap = 11.16 eV
HOMO level = -10.65 eV